Entry 1:
Below is a single C4H3BrN2OS molecule at a distorted geometry, with properties calculated with ωB97M-V/def2-TZVPD.

Values from the calculation:
HOMO-LUMO gap (alpha / beta), eV: 6.727 / 6.732
⟨S²⟩: 2.04
Spin multiplicity: 3

Atoms and positions in Å:
C (-0.12250, 0.13919, -0.53790)
C (-0.33115, 1.94627, -1.04917)
C (0.76633, -0.26818, 0.56639)
C (0.42669, -1.55444, 1.31579)
N (-1.02874, -0.42166, -1.23007)
N (-1.83229, 0.17201, -2.00421)
O (1.68798, 0.42842, 0.86627)
S (-1.64015, 1.86308, -2.03451)
Br (0.76050, 3.40086, -0.58914)
H (-0.39222, -2.20844, 1.00562)
H (0.32263, -1.26167, 2.37833)
H (1.38293, -2.23544, 1.31260)

Atom charges from the Löwdin analysis, given in e for atoms 1 to 6: C -0.096; C -1.017; C -0.449; C -0.015; N -0.073; N -0.257



Entry 2:
Below is 2 unconnected molecules or ions with the total composition C4H3BrO at a distorted geometry, with properties calculated with ωB97M-V/def2-TZVPD.

Values from the calculation:
HOMO-LUMO gap, eV: 8.890
Spin multiplicity: 1

Atoms and positions in Å:
C (-0.73548, -0.03219, -0.14190)
C (1.31323, -0.18600, -0.03296)
C (1.37729, -1.43911, 0.00259)
C (-1.37977, 1.07509, 0.07982)
O (1.24848, -2.58523, -0.08003)
Br (2.42682, 1.29234, 0.11888)
H (-1.10111, -0.95692, -0.39590)
H (-0.74317, 1.95869, 0.28666)
H (-2.40628, 0.87332, 0.16285)

Atom charges from the Löwdin analysis, given in e for atoms 1 to 6: C 0.001; C -0.635; C -0.383; C -0.025; O 0.161; Br 0.715